(1)
# C17H28BF13NbO3S

A molecular structure, C17H28BF13NbO3S in a non-equilibrium geometry (wB97M-V/def2-TZVPD, OMol25).

Structure (ORCA input):
```
! RIJCOSX wB97M-V def2-TZVPD def2/J DEFGRID3
* xyz -1 1
C 2.54407 2.56704 0.02795
C -3.39333 1.36440 -1.69883
F -3.31571 2.83179 2.48584
F -5.62086 0.65573 -1.14793
H 1.38426 1.09725 2.58193
H 0.26877 -2.79735 -2.41405
F -3.92664 -0.79018 -2.91049
F -1.58776 -0.88970 -4.29094
F -3.44082 1.03496 -4.13353
C -1.61138 -0.12736 -3.07277
H -0.01388 0.22750 4.31411
F -4.56739 3.13387 0.40335
F -2.20905 1.82567 -1.06571
C -1.18510 -1.18914 -1.92927
H 3.75555 0.45555 -1.71139
H -1.49386 -0.76883 -0.92803
H 2.61468 3.69731 -0.18557
C 1.12521 0.02716 2.31878
H 3.20442 -1.03458 0.62105
C 4.01127 2.10385 0.44059
H 2.04598 -0.64674 2.43938
F -4.28267 0.88404 2.98741
C 1.31791 -3.20519 0.63422
H -0.94358 -0.72009 3.03278
S 3.48509 -2.76511 -1.86987
H 2.31790 0.29608 -2.81470
C 1.98868 1.90723 -1.33080
H 2.30170 2.63962 -2.16749
H 1.39521 -2.93674 1.75561
F -5.87338 1.48607 1.17600
H 5.16302 2.08143 2.36927
H 4.83895 2.61047 -0.17475
O 0.60275 -1.74798 4.04844
H 0.84064 1.90172 -1.38790
C 0.09299 -0.51097 3.44857
H 0.08821 0.82439 0.39814
H 4.33073 3.75065 2.03651
C 4.24598 2.62188 1.96672
C -4.33617 0.80633 -0.54646
H -0.41223 -0.82566 0.98470
H 4.16340 0.98145 0.46648
C -4.55988 1.76937 0.70172
C 2.60616 0.49588 -1.71576
C -3.59093 1.54753 1.95129
H -0.13515 -2.37308 4.17747
H -1.88655 -2.08228 -2.12575
F -2.36208 0.98395 1.67234
H 1.80078 2.46590 0.87970
H 0.68784 -1.18393 -3.12491
O -1.37424 -3.25489 1.04630
H -1.84265 -2.60459 0.48494
H 4.56395 -3.01228 -1.01545
O -0.35372 -4.80599 -0.58373
C -3.11954 0.36321 -2.91380
F -3.99714 -0.48694 -0.09806
H 0.38294 -5.42137 -0.40830
H 3.34158 2.23000 2.55577
B -0.17609 -3.74305 0.40304
H 2.06458 -4.03276 0.39964
C 0.29227 -1.67299 -2.15994
F -0.67612 0.90208 -3.25944
F -3.95234 2.53219 -2.28645
Nb 1.86862 -1.33429 -0.56096
C 0.50416 -0.13946 0.82300
*
```

Computed properties:
Electronic energy, eV: -72611.3303

(2)
# C17H28BF2GaN2O2STe

A molecular structure, C17H28BF2GaN2O2STe (wB97M-V/def2-TZVPD, OMol25).

Structure (ORCA input):
```
! RIJCOSX wB97M-V def2-TZVPD def2/J DEFGRID3
* xyz 0 1
C -2.26471 -0.78726 -1.62611
H 4.15329 1.81439 1.81284
H 0.37909 1.08012 -3.68887
H -5.79900 1.39516 -2.72226
Ga -0.86533 1.36470 2.06108
C -4.43989 2.13343 -1.13296
H -0.12187 1.76194 -1.49206
C 3.04658 -1.63522 3.33202
H 4.12360 -1.80109 3.28125
C 0.08504 -0.87005 -1.27703
C -5.74931 0.23738 -0.90455
F 0.95980 2.23258 4.03215
H 2.10437 -2.32066 0.08700
C 2.57341 -2.50376 1.05178
C -2.09245 -1.07445 -3.14130
H 3.19903 -0.61796 -0.73705
O 1.07292 -0.99185 2.14900
F -0.85153 1.28666 4.88213
C -0.93587 1.17648 -1.92761
H 2.84068 -0.84894 4.05496
C 0.23527 -1.32566 -2.75304
H -2.34245 -1.70962 -1.04573
C 2.48638 -1.28869 1.96220
C 3.82299 -0.15606 0.02571
C -4.08611 1.74770 0.12781
H 3.61225 -2.79228 0.88769
H 4.70768 -0.77663 0.17502
N -0.76212 -0.65457 -3.58664
H 2.57389 -2.55138 3.68530
H 2.05629 -3.33670 1.52778
C -0.63497 0.79323 -3.40204
C 3.91754 0.86423 2.29172
H 0.08905 -2.40306 -2.85648
Te -2.88182 2.76866 1.50888
H -4.04100 3.01593 -1.61324
C 3.07359 0.03735 1.33332
H 4.85223 0.35696 2.53299
H 0.94581 -0.27652 -0.96784
H -1.84939 1.76663 -1.84667
H 3.37651 1.07974 3.21143
H 4.14649 0.81773 -0.34168
B 0.80881 0.23527 1.62372
C -5.39449 1.26117 -1.72933
H -6.44535 -0.56213 -1.10166
C -0.42409 2.16721 3.90288
H -2.21172 -2.13636 -3.36614
H -2.83287 -0.52826 -3.73024
O 1.89028 0.83822 1.04684
S -4.93140 0.32978 0.59445
H -3.16442 -0.20494 -1.44416
H -0.00282 -1.72112 -0.59742
N -1.11119 -0.03550 -1.12092
H -1.32338 1.28875 -4.08986
H 1.22886 -1.08983 -3.14160
H -0.80215 3.14912 4.20252
*
```

Computed properties:
Energy relative to the best compared isomer or geometry (same formula, charge and spin), kcal per mole: 10.5

(3)
# C17H28Br21ClN4O3P

A molecular structure, C17H28Br21ClN4O3P in a non-equilibrium geometry (wB97M-V/def2-TZVPD, OMol25).

Structure (ORCA input):
```
! RIJCOSX wB97M-V def2-TZVPD def2/J DEFGRID3
* xyz 1 1
H 0.22710 -1.26541 -2.50196
H -4.82263 -0.98823 -0.40220
H 12.25774 -7.25542 0.15498
Br -5.65452 1.52607 -8.15385
N 0.57451 2.51251 -1.55059
Br -3.81808 0.80541 -5.62056
H -3.89402 2.72247 -2.21278
Br 5.10726 -1.37396 3.77212
H 9.61289 -0.40403 1.40279
C -0.25483 -0.45557 -0.64095
C 1.90021 1.88637 1.18672
C -7.67821 -0.08153 1.95123
Br 11.95306 -1.23397 1.40327
Br 7.29940 0.91628 3.29951
H -2.47216 -1.74424 -0.39510
H 7.02480 -1.29302 2.19145
C -2.71584 -0.42462 1.34695
Br -7.66560 0.94623 0.30727
C -5.61857 0.85074 -6.33759
H 2.41207 4.69632 5.19062
H -3.16134 -1.38401 1.78503
C 11.67792 -6.33963 0.07404
C 2.32295 1.43314 2.64924
C -2.66208 -0.62531 -0.22551
C 2.11715 4.81358 6.23040
H -6.88602 0.31556 2.58082
C 0.44433 1.39291 0.78433
C 10.13822 -1.08957 0.74196
H 0.55148 3.51824 -1.75586
C 6.29927 -0.53931 2.49878
O 2.13873 0.30860 3.12581
Cl -1.07250 0.67452 -4.02128
Br -7.26773 -1.94932 1.63335
Br 3.17766 3.56341 7.26514
Br -9.24310 -3.46468 -7.40764
P -1.83090 2.17064 -2.71032
H -9.77881 -3.44176 -4.98207
H 2.08511 2.99305 1.06160
Br -7.40854 -4.18067 -4.87390
N 0.50835 -0.07605 0.51638
H -4.37503 0.72063 -0.88249
C -1.62665 1.56971 -0.88105
N -1.55382 0.07846 -0.94340
H -1.68370 -0.34178 1.83017
Br -6.49321 -0.87278 -6.19084
C -3.58603 0.78417 1.89416
H -2.89689 1.63934 2.22551
O 2.98386 2.39036 3.42637
H -4.06619 -0.75022 -2.03860
C -0.25842 2.24442 -0.34579
H 3.38936 1.92639 4.19424
Br 10.53942 -6.24791 1.64002
C -9.20954 -4.13898 -5.59140
Br 0.22437 4.40745 6.33244
H -0.20048 1.51345 1.72460
Br -10.08109 -5.86327 -5.44613
Br 2.48752 6.65033 6.72229
Br 10.64311 -6.46467 -1.55991
H -2.52589 1.99266 -0.34070
H -4.32237 1.24270 1.17170
N 0.33482 -1.32519 -1.48216
H 2.64664 1.36543 0.48825
H -0.54583 3.25232 0.10024
Br 9.20362 -2.78760 0.82511
Br 10.07662 -0.32160 -1.03624
O -3.53567 2.18672 -2.95637
H 1.46527 -0.41702 0.37690
H 1.53279 2.16575 -1.46691
Br 5.35444 0.02250 0.90134
H -4.18135 0.52105 2.83501
H 0.97989 -2.03548 -1.12197
H -6.18654 1.54870 -5.72761
Br -9.33909 0.13653 2.92295
C -4.05882 -0.35761 -0.97729
Br 12.94014 -4.87073 0.01591
*
```

Computed properties:
Electronic energy, eV: -1522880.1077